No. 1
Here is a structure of composition C20H36As3NO8OsS2 at a distorted geometry from OMol25. Energies are from ωB97M-V with the def2-TZVPD basis set.

E_LUMO (spin up / spin down), eV: 0.2 / -0.8
HOMO-LUMO gap (spin up / spin down), eV: 7.86 / 7.49
2S+1: 5
HOMO level (spin up / spin down), eV: -7.650 / -8.327

Each line ends with the Mulliken charge.
Geometry (Å):
Os  0.05525  0.08496  0.69991  0.922
C  3.33804  4.75855  -3.30109  -1.461
C  2.00372  4.28855  -2.79173  0.940
C  1.16750  5.16960  -2.10972  -0.763
C  -0.01273  4.72486  -1.53928  -0.738
C  -0.35789  3.39018  -1.66586  0.285
C  0.41874  2.50854  -2.39894  -0.330
C  1.60095  2.96383  -2.95345  -0.786
S  -1.74277  2.81844  -0.72291  1.067
O  -2.93932  3.46873  -1.15336  -0.690
O  -1.48750  3.46512  0.79387  -0.434
N  -1.71318  1.29431  -0.64836  -0.201
C  -3.02565  0.66884  -0.43744  -0.553
C  -2.86786  -0.85366  -0.37549  0.147
O  -3.87246  -1.54105  -0.44484  -0.698
O  -1.66409  -1.29119  -0.24569  -0.535
H  3.30583  5.81340  -3.57033  0.391
H  3.65391  4.18665  -4.17277  0.387
H  4.09534  4.63830  -2.52300  0.265
H  1.45201  6.20880  -2.00360  0.378
H  -0.65136  5.39161  -0.97328  0.446
H  0.11272  1.47450  -2.48943  0.490
H  2.22905  2.27441  -3.50495  0.420
H  -3.70707  0.91220  -1.25121  0.422
H  -3.48490  0.99024  0.50229  0.298
C  4.91570  0.66600  0.05264  -1.309
As  3.05106  0.14114  0.56231  0.193
C  3.08640  1.44000  2.05152  -0.846
C  3.43186  -1.22472  1.95166  -2.418
C  3.54998  -2.71587  1.66374  2.771
C  4.03195  -3.36567  2.97516  -2.291
C  2.17183  -3.33432  1.33165  -2.079
As  0.59501  -2.29768  0.62225  1.545
C  -0.68093  -3.64820  1.22949  -1.355
C  0.64226  -2.75438  -1.27514  -1.206
C  4.63484  -3.01322  0.61220  -1.918
As  4.22813  -2.65763  -1.28832  0.337
C  3.84556  -4.52299  -1.83483  -1.242
C  6.12686  -2.73734  -1.85536  -1.223
H  5.22149  0.16926  -0.86537  0.309
H  5.61954  0.44064  0.85275  0.358
H  4.90110  1.74254  -0.12304  0.486
H  4.07070  1.41735  2.53164  0.687
H  1.84930  1.77525  3.54190  0.320
H  2.90622  2.44980  1.68541  0.377
H  2.59606  -1.08251  2.64099  0.737
H  4.33520  -0.88214  2.46471  0.905
H  3.36538  -3.10482  3.79973  0.475
H  5.03921  -3.02650  3.22566  0.462
H  4.05157  -4.45323  2.87722  0.493
H  1.74775  -3.72388  2.25944  0.627
H  2.29243  -4.18916  0.66374  0.513
H  -0.29495  -4.64348  1.01205  0.438
H  -1.61680  -3.47689  0.70461  0.414
H  -0.85249  -3.54387  2.30019  0.376
H  0.85433  -3.80907  -1.43666  0.373
H  1.37617  -2.13686  -1.78869  0.293
H  -0.35143  -2.51748  -1.64758  0.407
H  4.93242  -4.06284  0.68742  0.759
H  5.51492  -2.41084  0.85652  0.469
H  2.83650  -4.81341  -1.54992  0.311
H  4.55820  -5.20960  -1.37762  0.394
H  3.92691  -4.60103  -2.91880  0.435
H  6.62381  -1.79300  -1.63353  0.351
H  6.18459  -2.91041  -2.92944  0.426
H  6.64964  -3.54239  -1.33870  0.350
O  0.08554  3.52422  2.68843  -0.641
S  -0.41491  2.62856  1.69480  1.273
O  -1.12445  1.46702  2.20551  -0.745
O  0.57361  2.25515  0.67749  -0.521
O  2.12195  1.01649  3.00594  -0.538

***

No. 2
Here is a structure of composition C20H36AsCaN3O3PSi2 from OMol25. Energies are from ωB97M-V with the def2-TZVPD basis set.

E_LUMO, eV: -4.3
HOMO-LUMO gap, eV: 5.39
Total charge: +1
HOMO level, eV: -9.643

Each line ends with the Mulliken charge.
Geometry (Å):
Ca  0.09920  -1.14287  0.60497  1.211
C  4.72335  -2.54175  3.92810  -0.478
C  3.78197  -3.23729  3.18340  -1.007
C  3.07589  -2.58486  2.18626  0.456
C  3.33730  -1.24475  1.92636  -0.038
C  4.28401  -0.54187  2.66537  -0.397
C  4.97132  -1.19653  3.67082  -0.632
N  2.56869  -0.63836  0.89054  0.806
N  3.10133  0.33138  0.32937  -0.763
C  2.32576  0.93033  -0.70459  -0.110
C  2.99073  1.81660  -1.52889  -0.454
C  2.28396  2.37859  -2.58478  -0.417
C  0.95489  2.03968  -2.75968  -0.712
C  0.36691  1.15104  -1.86841  -0.579
N  1.03718  0.60646  -0.85525  0.196
H  5.26678  -3.04816  4.71427  0.406
H  3.60042  -4.28581  3.37625  0.440
H  2.36186  -3.12835  1.57600  0.216
H  4.46088  0.50341  2.45379  0.480
H  5.70238  -0.65886  4.25873  0.394
H  4.03176  2.03696  -1.34313  0.550
H  2.76996  3.06906  -3.26062  0.420
H  0.37176  2.44983  -3.57167  0.461
H  -0.67183  0.85637  -1.96920  0.467
C  -4.66546  -1.58175  0.07929  -0.897
O  -3.65244  -1.01540  0.93390  -0.246
P  -2.88410  0.29314  0.40026  0.525
O  -3.83995  1.42337  1.05140  -0.367
C  -3.72727  2.77410  0.58003  -0.756
O  -1.65078  0.23409  1.53404  -0.163
C  -1.97466  0.29417  2.94726  -0.819
H  -4.96450  -2.52183  0.53255  0.229
H  -4.25944  -1.77539  -0.91453  0.384
H  -5.52679  -0.91696  0.02283  0.348
H  -4.69008  3.24958  0.74197  0.257
H  -3.48287  2.80082  -0.48346  0.376
H  -2.96172  3.30878  1.14291  0.275
H  -2.44804  1.24588  3.17169  0.263
H  -1.03835  0.21176  3.49568  0.303
H  -2.64190  -0.52221  3.21452  0.354
C  -2.63799  -5.04957  0.95358  -1.032
Si  -0.99610  -4.22152  0.61258  0.956
C  -0.72091  -3.19588  2.23356  -1.568
C  0.36179  -5.51446  0.59852  -1.279
As  -1.19360  -2.82570  -1.23730  -0.198
Si  0.66972  -3.32080  -2.55309  0.521
C  0.67267  -5.09463  -3.14757  -1.097
C  0.53289  -2.17349  -4.03226  -1.050
C  2.35086  -2.96571  -1.76560  -0.750
H  -2.59148  -5.68921  1.83832  0.359
H  -2.93380  -5.66178  0.10011  0.281
H  -3.42061  -4.30452  1.11080  0.137
H  -0.91936  -3.86526  3.07339  0.458
H  -1.45995  -2.38858  2.32273  0.152
H  0.28836  -2.80712  2.44141  0.606
H  0.42008  -6.01202  1.57046  0.437
H  1.34687  -5.10248  0.36714  0.337
H  0.14291  -6.27829  -0.14869  0.352
H  -0.28723  -5.34451  -3.60278  0.304
H  0.84546  -5.79274  -2.32838  0.289
H  1.45659  -5.25294  -3.89255  0.358
H  -0.42156  -2.30556  -4.54451  0.316
H  1.33291  -2.36818  -4.75076  0.360
H  0.60657  -1.12700  -3.72461  0.165
H  2.50090  -3.50827  -0.82951  0.087
H  2.48290  -1.89623  -1.57522  0.033
H  3.15370  -3.26788  -2.44413  0.488

***

Asked for energy above the lowest of the compared OMol25 structures with the same formula, charge and spin across the records above, the calculation gives 71.0 0.0 kcal/mol in order.